{
  "formula": "C15H28N3O4P2S2",
  "method": "the ωB97M-V functional and the def2-TZVPD basis",
  "symbols": ["C", "C", "C", "C", "C", "P", "S", "C", "O", "O", "N", "C", "C", "C", "C", "C", "C", "C", "S", "C", "N", "N", "C", "O", "P", "O", "H", "H", "H", "H", "H", "H", "H", "H", "H", "H", "H", "H", "H", "H", "H", "H", "H", "H", "H", "H", "H", "H", "H", "H", "H", "H", "H", "H"],
  "coordinates": [[-2.600, 0.243, -2.647], [-1.291, -0.633, -2.630], [-1.502, -1.721, -3.743], [-0.102, 0.321, -2.963], [1.226, 0.108, -2.159], [1.487, -1.672, -1.641], [3.298, -2.364, -1.611], [2.322, 0.483, -3.241], [2.612, -0.390, -4.101], [2.771, 1.624, -3.243], [1.375, 1.104, -1.039], [0.203, 1.063, -0.111], [-0.763, 2.252, -0.274], [-2.158, 2.010, 0.395], [-2.128, 1.006, 1.557], [-1.277, 1.473, 2.774], [-0.778, 0.251, 3.583], [0.527, 0.520, 4.355], [1.091, -1.024, 5.183], [1.599, -2.027, 3.850], [2.776, -2.042, 3.351], [2.849, -2.903, 2.308], [1.660, -3.403, 2.211], [0.839, -2.932, 3.138], [2.741, 0.828, -0.025], [4.079, 1.024, -0.588], [-3.041, 0.303, -3.646], [-3.319, -0.116, -1.897], [-2.368, 1.269, -2.338], [-1.270, -1.098, -1.640], [-2.528, -1.684, -4.115], [-0.747, -1.674, -4.531], [-1.381, -2.700, -3.254], [0.177, 0.108, -4.002], [-0.376, 1.379, -2.962], [0.715, -2.493, -2.496], [0.873, -1.782, -0.357], [-0.298, 0.088, -0.115], [0.606, 1.152, 0.913], [-0.877, 2.597, -1.304], [-0.333, 3.099, 0.279], [-2.514, 2.961, 0.821], [-2.913, 1.720, -0.343], [-1.844, -0.010, 1.264], [-3.161, 0.921, 1.931], [-0.466, 2.157, 2.507], [-1.981, 1.993, 3.438], [-1.539, -0.035, 4.322], [-0.640, -0.634, 2.947], [1.318, 0.827, 3.661], [0.386, 1.256, 5.152], [1.397, -4.122, 1.449], [2.690, -0.452, 0.596], [2.576, 1.770, 1.033]],
  "mulliken_charge": [-1.72, 1.37, -1.62, -2.63, 1.40, 0.30, -0.34, 0.19, -0.74, -0.71, 0.06, 0.25, -1.24, -0.77, -1.01, -0.91, -0.74, -0.58, -0.21, 0.43, -0.30, -0.27, 0.02, -0.30, 0.44, -0.73, 0.55, 0.30, 0.23, 0.34, 0.50, 0.34, 0.34, 0.77, 0.53, -0.01, -0.09, -0.46, 0.43, 0.45, 0.45, 0.44, 0.33, 0.39, 0.52, 0.55, 0.53, 0.50, 0.29, 0.23, 0.38, 0.47, 0.05, 0.03],
  "e_tot_ha": -2532.664450,
  "lumo_energy_ev": 2.0,
  "relative_energy_kj_mol": 119.27,
  "charge": -1,
  "smiles": "CC(C)C[C@@]([PH2]=S)(C(=O)[O-])N(CCCCCCCSc1nnco1)[PH2]=O",
  "largest_force_ev_per_a": 2.5,
  "multiplicity": 1
}